DFT (ωB97M-V/def2-TZVPD) results for a molecular structure, C24H24N2O6ReS4.

Each line ends with the Löwdin charge.
CARTESIAN COORDINATES (ANGSTROEM)
Re -0.1329 -0.6538 -0.4942  1.541
C 2.3383 0.9320 -7.1587  -0.048
C 2.4874 0.4776 -5.7343  -0.267
C 3.5600 -0.3237 -5.3481  -0.025
C 3.6931 -0.7676 -4.0457  -0.042
C 2.7397 -0.4176 -3.0936  -0.264
C 1.6797 0.3940 -3.4586  -0.063
C 1.5560 0.8344 -4.7691  -0.035
S 2.9692 -1.0962 -1.4698  0.570
O 4.2827 -0.6903 -1.0486  -0.285
O 2.6454 -2.4848 -1.5400  -0.286
N 1.8687 -0.3562 -0.5231  -0.363
C 2.2719 0.9380 0.0615  -0.153
C 1.1334 1.9255 -0.0553  -0.571
O 1.2222 3.1205 -0.0961  0.113
O -0.0678 1.3014 -0.0772  -0.298
H 3.2985 0.9414 -7.6725  0.077
H 1.9181 1.9364 -7.2106  0.078
H 1.6743 0.2657 -7.7125  0.086
H 4.3053 -0.6017 -6.0832  0.117
H 4.5345 -1.3854 -3.7637  0.122
H 0.9581 0.7409 -2.7297  0.077
H 0.7268 1.4775 -5.0399  0.114
H 3.1787 1.3302 -0.3926  0.124
H 2.4744 0.7970 1.1288  0.138
C -2.5084 -6.6816 5.8339  -0.043
C -1.9560 -6.4352 7.2117  -0.735
O -2.2051 -7.1351 8.1558  0.005
S -0.8740 -5.0331 7.5112  1.025
C -0.7644 -4.2305 5.9343  -0.565
C -1.5760 -3.1368 5.6438  -0.095
C -1.4784 -2.4999 4.4200  -0.024
C -0.5594 -2.9428 3.4670  -0.244
C 0.2594 -4.0342 3.7625  -0.014
C 0.1618 -4.6650 4.9899  -0.090
C -0.4451 -2.2733 2.2079  -0.060
C -0.3265 -1.6742 1.1540  -0.167
H -3.3779 -7.3256 5.9384  0.088
H -1.7499 -7.1991 5.2427  0.094
H -2.7631 -5.7646 5.3100  0.071
H -2.2875 -2.7925 6.3829  0.108
H -2.1112 -1.6520 4.1961  0.117
H 0.9731 -4.3765 3.0259  0.124
H 0.8030 -5.5053 5.2202  0.112
O -2.1617 -0.2202 -0.8242  -0.653
S -2.7884 1.1254 -0.3325  1.056
C -4.5235 0.8869 -0.7558  -0.300
C -4.9136 2.0622 -1.6494  -0.225
C -3.7183 2.2757 -2.5729  -0.217
C -2.5027 2.3211 -1.6551  -0.301
H -5.0957 0.7881 0.1629  0.094
H -4.5399 -0.0592 -1.2996  0.105
H -5.0862 2.9564 -1.0457  0.118
H -5.8386 1.8458 -2.1819  0.120
H -3.7962 3.1859 -3.1654  0.120
H -3.6270 1.4337 -3.2621  0.123
H -2.3713 3.2818 -1.1546  0.109
H -1.5486 2.0517 -2.1010  0.086
S -0.5207 -4.4639 -3.2541  0.646
C -0.3825 -3.1990 -2.3135  -0.906
N -0.2780 -2.2512 -1.6093  -0.143

Forces on the atoms, in the same order (eV/Å):
Re 0.3091 -0.0092 0.0040
C 0.0110 0.0553 -0.0293
C 0.0255 -0.0405 -0.0025
C 0.0026 -0.0014 -0.0095
C -0.0607 -0.0108 0.0007
C 0.0334 -0.0024 -0.1813
C 0.0297 0.0608 -0.0125
C -0.0051 0.0216 0.0093
S 0.1768 0.0141 0.1760
O -0.0786 -0.0120 -0.0033
O -0.0224 -0.1311 -0.0212
N -0.2252 0.2756 -0.1360
C 0.1387 -0.1921 0.0462
C -0.5388 -0.0017 0.1153
O 0.1883 -0.0862 0.0190
O 0.2972 0.0284 -0.1013
H 0.0118 -0.0114 0.0039
H -0.0182 -0.0070 0.0037
H -0.0131 -0.0173 0.0119
H 0.0114 -0.0061 0.0029
H 0.0057 -0.0204 0.0336
H -0.0469 -0.0439 0.0982
H -0.0010 0.0030 0.0108
H -0.0486 0.0201 -0.0402
H 0.0219 0.0898 -0.0156
C 0.1024 -0.0411 -0.0223
C -0.1704 0.0257 0.1418
O 0.0662 0.0106 -0.0453
S -0.0227 -0.0352 0.0083
C 0.0736 0.0435 -0.1376
C -0.0149 -0.0495 0.0644
C -0.0243 0.0078 0.0610
C 0.0099 0.0481 -0.1561
C 0.0258 -0.0457 0.0249
C -0.0255 -0.0112 -0.0054
C 0.0061 0.0124 0.1488
C -0.1062 0.1299 0.0421
H 0.0057 -0.0154 -0.0180
H -0.0113 0.0103 -0.0159
H -0.0288 0.0393 0.0187
H -0.0037 0.0048 0.0026
H 0.0086 0.0118 -0.0125
H 0.0128 0.0068 -0.0094
H 0.0172 -0.0034 0.0096
O -0.2445 0.2960 0.0238
S 0.3607 -0.4819 0.2159
C -0.0944 -0.0335 -0.1339
C -0.0390 0.0123 0.0677
C 0.0500 -0.0459 -0.0252
C 0.0200 0.0629 -0.0407
H -0.0363 0.0304 -0.0006
H -0.0183 0.0041 0.0149
H -0.0084 0.0032 -0.0046
H 0.0218 -0.0135 -0.0403
H -0.0169 0.0163 0.0171
H -0.0113 0.0099 -0.0136
H -0.0428 0.0247 -0.0184
H -0.0027 0.0147 -0.0384
S -0.0092 0.0296 -0.0066
C 0.0420 -0.0676 -0.0520
N -0.0958 0.0137 -0.0471

Values from the calculation:
- Gap between HOMO and LUMO (spin up / spin down): 0.283 / 0.272 Ha
- Multiplicity: 4
- LUMO level (spin up / spin down): -0.2 / -1.2 eV
- Total energy: -3160.888402 Ha